Entry 1:
{
  "formula": "C9H11N3O2",
  "method": "the ωB97M-V functional and the def2-TZVPD basis",
  "homo_lumo_gap_ev": [7.01, 7.00],
  "e_tot_ev": -18070.0932,
  "total_charge": 0,
  "smiles": "C/N=C(/C)O[C@H]1C=CC=C/C1=N\\N=O",
  "relative_energy_kcal_mol": 130.2,
  "homo_ev": [-7.94, -7.93],
  "e_lumo_ev": [-0.9325, -0.9326],
  "elements": ["C", "C", "C", "C", "C", "C", "C", "C", "C", "N", "N", "N", "O", "O", "H", "H", "H", "H", "H", "H", "H", "H", "H", "H", "H"],
  "xyz": [[2.995685, -0.932164, -0.288604], [2.607208, -1.984335, 0.632030], [2.109470, -0.141634, -0.816060], [1.248885, -2.287375, 0.697548], [0.597889, -0.301017, -0.783708], [0.253200, -1.590117, 0.049488], [-1.466926, 0.952617, -0.418296], [-2.079565, 0.756587, -1.760095], [-1.460333, 1.587189, 1.871921], [-2.011925, -2.562995, 0.183308], [-1.015365, -1.909666, 0.170506], [-2.115642, 1.306540, 0.596263], [-0.051500, 0.836547, -0.416858], [-2.983399, -2.639516, 0.931329], [4.096542, -0.799696, -0.451451], [3.371465, -2.699948, 1.033129], [2.422941, 0.660243, -1.534555], [0.986742, -3.223433, 1.300522], [0.485882, -0.664101, -1.897683], [-2.079090, 1.698851, -2.304743], [-1.486992, -0.021684, -2.311734], [-3.025778, 0.182942, -1.625547], [-0.393308, 1.386121, 1.693765], [-1.672874, 2.618804, 1.936811], [-1.895763, 1.016295, 2.600580]],
  "atomic_forces_ev_per_a": [[2.60, -0.78, 1.43], [-1.99, -1.56, -0.71], [-1.18, 2.81, -2.06], [3.85, -3.22, 2.58], [1.25, -3.57, -1.40], [-3.41, 2.01, -1.12], [0.21, -0.08, 0.40], [0.19, -2.33, -0.16], [1.61, 0.22, -3.73], [-1.97, -2.60, -0.92], [3.01, 2.43, 0.63], [-0.09, -0.65, -0.76], [-0.54, 1.25, 0.55], [0.92, 0.87, 0.06], [-1.22, 0.06, -0.03], [-0.96, 1.00, -0.13], [-0.22, -0.70, 0.85], [0.08, 1.57, -0.85], [-0.67, 0.92, 1.53], [-0.47, -0.21, -0.13], [-0.17, 1.02, 0.17], [0.16, 1.30, -0.22], [-0.15, 0.25, 0.98], [0.14, 1.26, 1.04], [-0.99, -1.26, 2.00]]
}



Entry 2:
{
  "formula": "C17H21CoN3O2",
  "method": "the ωB97M-V functional and the def2-TZVPD basis",
  "homo_lumo_gap_ev": [8.51, 8.58],
  "e_tot_ev": -64160.2390,
  "total_charge": 0,
  "multiplicity": 4,
  "homo_ev": [-7.91, -8.06],
  "e_lumo_ev": [0.5972, 0.5268],
  "elements": ["Co", "C", "O", "H", "H", "H", "C", "O", "H", "H", "H", "N", "C", "C", "C", "C", "C", "H", "H", "H", "H", "H", "N", "C", "C", "C", "C", "C", "H", "H", "H", "H", "H", "N", "C", "C", "C", "C", "C", "H", "H", "H", "H", "H"],
  "xyz": [[8.328121, 12.610688, 10.158604], [10.121595, 10.961800, 11.389905], [9.658044, 11.388564, 10.166187], [9.346286, 10.477432, 11.998260], [10.925370, 10.275931, 11.421166], [10.482015, 11.784047, 12.006196], [5.358630, 12.095996, 10.646199], [6.552731, 12.862349, 10.882763], [5.205123, 11.447687, 11.510584], [4.453648, 12.724495, 10.587372], [5.334854, 11.499666, 9.728707], [6.970696, 9.471594, 9.223221], [8.107410, 8.816612, 9.244872], [8.257922, 7.475789, 9.451556], [7.109959, 6.712317, 9.439547], [5.887495, 7.380332, 9.426638], [5.857912, 8.769444, 9.338157], [8.959748, 9.497032, 9.293072], [9.231763, 7.134533, 9.649970], [7.136997, 5.615451, 9.510329], [4.921688, 6.882811, 9.398074], [4.895002, 9.258501, 9.445096], [8.807690, 14.668412, 10.955295], [7.712850, 15.289603, 11.373378], [7.775572, 16.624841, 11.886124], [8.986437, 17.297480, 11.935204], [10.084251, 16.640837, 11.402067], [9.962924, 15.375246, 10.904417], [6.767057, 14.729872, 11.198492], [6.825390, 17.027664, 12.205531], [9.009701, 18.298901, 12.275907], [10.985870, 17.181085, 11.322802], [10.826183, 14.922053, 10.429882], [8.581902, 12.929485, 7.971920], [9.781754, 12.872578, 7.453451], [9.959084, 12.474854, 6.141923], [8.890070, 12.096733, 5.342410], [7.592530, 12.133527, 5.935547], [7.495640, 12.690100, 7.189841], [10.617275, 12.973808, 8.054371], [10.982668, 12.533000, 5.838340], [9.030623, 11.749074, 4.317114], [6.643000, 11.827267, 5.453961], [6.561154, 12.848306, 7.708733]],
  "atomic_forces_ev_per_a": [[-1.38, 1.37, -0.16], [-0.93, 0.64, 1.27], [0.91, -0.69, -0.45], [-0.27, -0.05, -0.02], [1.17, -1.04, -0.81], [0.08, 0.50, 0.26], [0.65, 0.79, 0.54], [-0.72, -0.96, -1.05], [-0.10, -0.36, -0.07], [0.29, 0.28, 0.09], [0.45, -0.06, 0.02], [-1.16, 0.93, -0.27], [1.38, 1.50, 0.80], [-0.93, -0.10, -0.33], [-0.59, -0.78, 0.43], [-0.34, 0.00, -0.61], [0.09, -1.01, 0.32], [0.11, -0.31, -0.32], [0.99, -0.83, -0.08], [0.02, 0.55, 0.02], [0.30, -0.28, 0.23], [0.16, 0.34, -0.26], [0.45, -0.06, -0.76], [-0.17, 1.45, 0.25], [-0.27, -1.47, -0.38], [-1.33, -1.30, -0.47], [-0.49, 0.47, 0.10], [-0.30, -0.71, 0.15], [0.76, 0.35, 0.60], [0.13, 0.37, 0.10], [0.28, 0.80, 0.38], [1.09, 0.26, -0.10], [-0.15, -0.33, 0.13], [-1.43, 0.56, 0.66], [-1.57, -1.20, -1.49], [0.06, 0.38, -0.52], [-0.89, -0.26, 0.66], [0.29, 0.55, -0.78], [0.87, -0.58, 1.04], [1.36, 0.49, 1.40], [0.33, -0.35, -0.78], [-0.01, 0.09, 0.36], [0.98, 0.22, 0.01], [-0.20, -0.15, -0.14]]
}



Largest force on an atom (computed, eV/Å): 5.64, 2.47